1.
33
Properties=species:S:1:pos:R:3:forces:R:3:mulliken_charge:R:1 method="wB97M-V/def2-TZVPD" total_charge=0 smiles="CO[C@@H](C(=O)Nc1c(F)cccc1F)c1ccccc1" e_tot_ev=-26785.8951 max_force_ha_per_bohr=0.0103 homo_lumo_gap_ev=9.799 lumo_energy_ev=0.78
C 1.6331 3.6106 0.2552 -0.139 0.221 0.072 -0.77
O 2.0722 2.3245 -0.1162 -0.062 -0.525 -0.042 -0.37
C 1.3553 1.2739 0.4765 0.093 0.257 -0.023 0.08
C -0.0804 1.1636 -0.0767 0.141 -0.092 0.190 0.24
O -0.5206 1.8379 -0.9683 0.016 0.125 -0.221 -0.58
N -0.7938 0.1820 0.5722 -0.042 -0.184 0.291 -0.02
C -2.0952 -0.1886 0.2246 -0.252 -0.003 -0.198 -0.38
C -3.1215 0.7347 0.0198 -0.066 -0.172 0.066 0.77
F -2.8928 2.0377 0.2363 -0.007 -0.200 0.027 -0.28
C -4.3945 0.3380 -0.3495 0.092 0.121 -0.007 -0.78
C -4.6808 -1.0072 -0.4961 0.147 0.049 0.057 -0.32
C -3.7007 -1.9570 -0.2599 0.168 -0.077 0.038 -0.71
C -2.4350 -1.5353 0.0886 -0.106 0.187 -0.021 0.60
F -1.4684 -2.4513 0.3276 -0.074 0.178 -0.038 -0.30
C 2.0521 -0.0325 0.1772 0.130 0.066 0.163 0.21
C 2.5068 -0.2804 -1.1114 -0.029 0.050 0.047 -0.49
C 3.1037 -1.4903 -1.4153 -0.012 0.021 -0.063 -0.65
C 3.2412 -2.4641 -0.4398 0.032 -0.082 0.041 -0.42
C 2.7900 -2.2206 0.8458 -0.006 -0.127 0.028 -0.77
C 2.1987 -1.0078 1.1555 0.027 0.136 -0.060 -0.05
H 2.3130 4.3079 -0.2294 -0.045 0.058 0.065 0.28
H 1.6876 3.7433 1.3439 0.034 0.006 -0.042 0.30
H 0.6115 3.8036 -0.0813 0.065 -0.011 0.004 0.30
H 1.2819 1.4284 1.5690 0.024 -0.083 -0.180 0.47
H -0.2588 -0.5219 1.0659 -0.062 0.141 -0.089 0.33
H -5.1484 1.0930 -0.5033 -0.051 0.101 -0.009 0.44
H -5.6723 -1.3185 -0.7822 -0.100 -0.028 -0.020 0.37
H -3.9002 -3.0124 -0.3500 0.011 -0.116 -0.007 0.44
H 2.3916 0.4871 -1.8600 -0.001 0.081 -0.121 0.42
H 3.4578 -1.6765 -2.4182 0.030 -0.013 -0.085 0.39
H 3.7019 -3.4107 -0.6796 0.043 -0.074 -0.020 0.40
H 2.8998 -2.9740 1.6116 0.021 -0.066 0.058 0.40
H 1.8653 -0.8172 2.1674 -0.018 0.052 0.099 0.47

---

2.
37
Properties=species:S:1:pos:R:3:forces:R:3:mulliken_charge:R:1 method="wB97M-V/def2-TZVPD" total_charge=0 e_tot_ev=-33167.1840 max_force_ha_per_bohr=0.3853 homo_lumo_gap_ev=7.815 lumo_energy_ev=0.49
N -6.1768 -1.0700 -0.1956 0.934 9.506 3.242 -0.69
C -4.7404 -0.7055 -0.2305 -6.514 -4.646 -0.378 0.79
C -3.7217 -1.5587 -0.3006 -10.058 -8.585 -1.262 -0.54
C -2.4983 -1.3176 -0.1766 5.756 -7.916 -0.633 -0.40
C -2.1650 -0.1307 -0.1159 2.692 14.392 3.547 0.35
C -3.2644 0.9118 0.1430 1.425 0.376 -1.131 -0.57
C -4.6217 0.5114 0.1206 4.166 10.111 -0.654 -0.38
H -5.3245 1.4156 -0.1237 0.707 -2.229 1.306 0.16
H -3.0145 2.0622 0.1597 -0.278 -2.615 0.296 0.15
N -0.8228 0.4131 0.2178 -3.629 -0.435 -1.383 0.17
C -0.3970 1.6695 -0.6532 0.502 -9.125 -3.407 -0.45
H -1.2216 2.2906 -1.0076 0.656 0.273 0.859 0.54
C 0.8709 1.9934 -0.1255 -1.382 14.590 0.991 -1.22
N 1.8674 1.2712 0.3604 3.094 1.358 -5.136 0.51
C 3.0386 1.1847 -0.4195 -2.600 -14.384 9.730 0.70
O 3.3472 2.1079 -0.8512 6.737 14.334 -9.134 -0.32
C 3.9770 -0.1325 -0.0507 -5.302 5.114 -2.282 0.23
C 5.2221 0.0197 0.3237 2.833 5.184 1.138 -0.28
C 5.9923 -1.0827 0.1349 -5.292 -4.513 -0.007 -0.84
C 5.0197 -2.1276 -0.0925 1.316 2.599 -1.518 -0.52
S 3.4226 -1.5893 -0.6275 2.656 -1.185 1.299 0.01
H 5.1374 -3.1223 -0.1914 0.987 -3.221 -0.211 0.54
H 6.9141 -1.2374 0.5090 3.056 -0.620 0.822 0.49
H 5.6904 1.0348 0.7002 -1.308 -2.026 -0.996 0.25
C 1.3247 0.3379 0.9608 -1.396 -14.087 13.859 -0.99
H 2.1860 -0.5271 1.4570 -1.847 2.590 -1.632 0.36
C 0.1481 -0.7220 0.5370 4.533 17.296 -4.959 -1.82
H -0.2473 -1.0971 1.2080 -5.829 -7.185 11.587 1.27
H 0.4179 -1.1076 -0.2463 2.688 -5.272 -8.165 0.56
H 1.0096 0.6205 2.1889 0.244 -0.133 -3.341 0.29
H 1.3134 3.0084 -0.7429 -0.989 -3.013 1.200 0.25
H 0.4897 2.6568 0.7744 0.905 -0.768 -0.551 0.35
H 0.0364 1.0536 -1.5961 -1.693 1.208 0.459 0.16
H -1.8224 -2.1826 -0.2352 0.115 0.625 0.078 0.44
H -4.1715 -2.7559 -0.4124 1.660 3.350 0.213 -0.04
H -6.3704 -1.7585 -0.6765 -1.988 -9.509 -5.720 0.23
H -6.8452 -0.3381 -0.7240 2.439 -1.441 1.874 0.25

---

3.
87
Properties=species:S:1:pos:R:3:forces:R:3:mulliken_charge:R:1 method="wB97M-V/def2-TZVPD" total_charge=0 smiles="NC(N)=O.NC(N)=O.NC(N)=O.CCO.CCO.CCO.CO.CO.CO.CO.CO.CO" e_tot_ev=-49935.6669 max_force_ha_per_bohr=0.1971 homo_lumo_gap_ev=9.065 lumo_energy_ev=0.07
N 0.9339 -1.4071 -4.8268 -0.356 -2.767 -1.962 -0.48
C 0.3819 -0.3141 -4.4288 -6.754 3.244 0.387 0.63
N 1.2639 0.4059 -3.7968 2.108 2.767 1.806 -0.04
O -0.9351 -0.0381 -4.6118 5.976 -1.113 0.919 -0.74
H 0.3699 -1.7961 -5.5148 -0.539 -1.463 -1.740 0.30
H 1.9069 -1.5371 -4.8048 1.019 -0.302 -0.257 0.18
H 0.9779 1.2429 -3.2508 0.951 -0.972 -0.730 -0.16
H 2.2799 0.1209 -3.8908 -2.029 1.032 0.641 0.21
N -0.3181 -4.6461 1.2262 -0.915 -2.206 -4.413 -0.28
C -0.7781 -3.7191 2.0082 -5.841 6.267 -2.189 0.26
N -0.2241 -3.6511 3.1372 3.505 -0.757 5.104 -0.17
O -1.7531 -2.7351 1.7462 3.883 -4.483 0.009 -0.63
H -0.7771 -4.8371 0.2972 0.854 0.451 1.663 0.27
H 0.5599 -5.0981 1.4232 -0.207 -0.025 -0.079 0.19
H -0.3091 -2.8401 3.7572 -0.674 -0.488 -0.324 0.23
H 0.4779 -4.3751 3.3992 -0.960 1.019 -0.199 0.18
N -1.5051 1.9349 3.3072 -1.428 -0.263 4.459 -0.07
C -1.7961 2.8739 2.4452 -2.709 8.382 5.012 0.29
N -1.4321 2.5569 1.2712 0.349 1.538 -6.955 0.30
O -2.2241 4.1329 2.8112 1.576 -6.090 -1.890 -0.80
H -1.9931 2.0519 4.2612 1.514 -0.671 -2.265 0.25
H -1.0471 1.1179 2.9492 -0.444 -0.673 0.482 0.14
H -1.6441 3.2369 0.4722 0.251 -1.552 1.802 0.20
H -1.2991 1.5779 1.0802 -0.516 -0.274 -0.485 -0.62
C -0.8901 -2.2671 -1.7898 0.202 -0.587 1.231 -0.15
C 0.6129 -2.5811 -1.8518 -0.894 1.597 -2.096 0.32
O 0.8819 -3.3231 -3.0248 0.815 -1.949 0.147 -0.73
H -1.1421 -2.0611 -0.7488 -0.271 0.217 0.000 0.01
H -1.5631 -3.0851 -2.0858 0.625 -0.183 -0.014 0.38
H -1.1731 -1.4431 -2.3918 -0.119 0.956 -0.671 -0.06
H 0.8859 -3.1551 -0.9918 0.487 -0.521 0.267 0.17
H 1.2499 -1.6451 -1.9038 -0.857 -0.825 0.568 -0.19
H 0.7269 -2.8711 -3.8678 -0.284 0.351 1.169 0.48
C 0.3009 0.8289 -0.5018 -0.204 -1.620 -1.446 0.68
C 0.1659 -0.1101 0.6702 1.023 -0.792 -0.931 0.61
O -1.1541 -0.1191 1.1292 -0.839 -0.770 0.000 0.85
H 0.1899 1.8519 -0.3648 -0.416 1.798 0.802 0.78
H -0.4541 0.5529 -1.2878 0.900 -0.042 0.551 -0.73
H 1.3089 0.7619 -0.8808 0.273 -0.403 -0.428 0.06
H 0.7529 0.2149 1.5312 0.794 -0.218 -0.235 0.08
H 0.5179 -1.1231 0.2312 -0.599 1.403 1.326 -1.26
H -1.4291 -1.0491 1.2792 -0.116 -0.245 0.304 -0.44
C 2.6949 -2.9431 1.3022 -0.614 0.816 1.230 -0.33
C 3.5039 -1.7301 0.8212 -1.467 -0.388 1.083 -0.46
O 3.3589 -1.6841 -0.5658 -4.839 2.235 1.463 -0.37
H 2.5559 -3.0091 2.4092 0.883 -0.210 -0.638 0.31
H 3.0809 -3.8181 0.8202 0.481 -0.777 0.207 0.39
H 1.6559 -2.9111 0.9982 -0.162 0.543 -0.522 -0.38
H 4.5299 -1.8121 1.1162 0.771 -0.188 0.130 0.61
H 3.1529 -0.7901 1.2472 -0.219 0.029 0.050 0.11
H 4.1159 -1.9591 -0.8968 5.399 -1.992 -2.876 0.22
C -4.4011 0.7389 1.4572 -0.883 2.085 -0.330 -0.31
O -4.3131 -0.2531 2.4572 -1.477 1.721 0.606 -0.60
H -4.7951 1.7399 1.8262 1.171 -1.007 0.719 0.31
H -5.2341 0.6549 0.7442 0.490 -1.270 -0.367 0.29
H -3.4371 0.9189 0.9512 -0.610 -0.195 0.096 -0.20
H -3.7071 -0.9001 2.1852 1.273 -1.490 -0.651 0.31
C -0.4571 3.0539 -3.0698 -1.971 -0.931 0.691 -0.84
O 0.9219 2.9959 -2.7968 0.413 0.925 1.095 -0.70
H -0.6741 2.6449 -4.0348 0.157 0.050 -0.871 0.32
H -0.7221 4.0849 -2.9938 -0.839 0.619 -0.239 0.52
H -1.1891 2.4189 -2.4268 1.601 0.959 -0.252 0.08
H 1.0889 3.8329 -2.3068 0.350 -1.196 -0.404 0.35
C 0.5459 -0.7151 4.4502 1.825 -0.350 0.184 -0.19
O -0.6511 -1.4291 4.5672 -1.139 1.358 0.986 -0.63
H 1.1499 -1.2911 3.7052 -0.154 0.826 0.614 -0.11
H 1.0679 -0.6491 5.4232 0.091 -0.458 -0.343 0.32
H 0.4599 0.3309 4.1792 -0.355 0.115 -0.626 0.23
H -1.2231 -0.8711 5.1342 0.007 -0.929 -0.521 0.32
C 1.1069 4.4579 0.6542 -0.410 -1.596 -1.787 -0.48
O 1.1339 3.3179 1.4622 -0.473 -0.478 -0.018 -0.76
H 0.8909 5.3279 1.1732 -0.870 1.714 0.989 0.38
H 0.4439 4.2899 -0.2368 -0.057 0.428 0.740 -0.09
H 2.0529 4.5779 0.2072 1.562 0.255 -0.418 0.36
H 0.2149 2.9549 1.3812 0.815 0.156 0.543 0.25
C 3.7209 1.7889 -0.7548 0.544 0.945 0.344 0.23
O 3.4599 2.0939 0.6212 0.147 0.796 -0.692 -0.54
H 2.9839 2.2899 -1.3968 -0.222 -0.801 -0.022 -0.12
H 3.7399 0.7249 -0.7018 -0.155 -0.917 -1.362 -0.17
H 4.6749 2.1769 -1.1778 -0.143 -0.181 0.882 0.31
H 2.5769 2.4909 0.5932 0.035 -0.008 0.967 0.42
C -3.3411 0.2369 -1.9738 1.779 0.550 -0.884 -0.22
O -4.5321 0.9819 -2.0528 -0.001 1.040 -0.046 -0.58
H -3.4471 -0.7991 -1.7088 -0.925 -0.403 -0.019 0.32
H -2.6261 0.5989 -1.2418 -0.113 0.446 0.662 -0.22
H -2.7401 0.2799 -2.9038 -0.540 -0.198 -0.001 0.49
H -4.2991 1.9219 -2.2628 -0.294 -1.415 0.269 0.32

---

4.
19
Properties=species:S:1:pos:R:3:forces:R:3:mulliken_charge:R:1 method="wB97M-V/def2-TZVPD" total_charge=+1 e_tot_ev=-77924.1375 max_force_ha_per_bohr=0.0218 homo_lumo_gap_ev=8.433 lumo_energy_ev=-4.43
C 2.3576 -1.6535 0.4663 0.156 -0.134 -0.076 -0.41
C 1.9758 -0.2277 0.1738 -0.246 0.350 0.112 -0.31
C 1.3346 -1.6103 1.6332 -0.181 -0.188 0.387 -0.41
C 1.0924 -0.2059 1.1686 -0.043 -0.032 -0.344 0.02
C -1.3586 1.1374 -2.0040 0.554 -0.266 -0.935 -0.67
C -2.3258 0.8576 0.1911 -0.434 -0.040 -0.513 -0.50
N -2.1211 1.5582 -0.8654 -0.348 0.285 0.809 0.00
Br -0.1372 1.1121 1.7861 0.466 -0.062 0.190 -0.09
H 3.3922 -1.7996 0.7650 0.051 -0.021 0.058 0.28
H 2.3201 0.4780 -0.5564 0.057 0.238 -0.178 0.44
H 0.4961 -2.2958 1.5462 -0.082 -0.065 -0.020 0.22
H 1.7681 -1.6990 2.6255 0.038 -0.009 0.073 0.24
H -0.4188 1.6931 -2.0417 -0.059 -0.047 0.087 0.30
H -1.1436 0.0723 -1.9498 -0.047 0.044 0.073 0.29
H -1.9098 1.3510 -2.9202 -0.034 -0.037 0.091 0.30
H 2.1061 -2.3540 -0.3279 -0.016 -0.055 0.005 0.23
H -2.9211 1.2492 1.0007 0.035 0.184 0.050 0.43
H -2.1088 -0.2006 0.1802 0.200 0.010 -0.034 0.36
H -2.3980 2.5375 -0.8714 -0.064 -0.156 0.166 0.29